DFT (ωB97M-V with the def2-TZVPD basis set) results for C6H24HfO8 as an isolated structure at a distorted geometry.

The geometry in XYZ format:
```
39
Properties=species:S:1:pos:R:3:forces:R:3:mulliken_charge:R:1
Hf 0.34030 -0.25172 0.28034 -2.1 0.1 -0.6 2.8333
C 2.25586 -0.35422 3.25428 0.7 -1.1 -0.5 -0.9417
O 1.21332 -0.47388 2.35937 -1.5 0.3 -2.1 -0.8773
H 2.89292 -1.25626 3.17544 0.2 0.1 0.0 0.2723
H 2.92342 0.49911 3.07229 -0.2 0.2 0.1 0.2793
H 1.97193 -0.38116 4.31366 -0.4 0.4 -0.1 0.2489
C 0.49731 0.15470 -3.14456 -1.3 0.5 1.2 -0.7492
O 0.46286 -0.55492 -1.94443 0.5 0.0 2.5 -0.7171
H 1.16816 1.02204 -3.14349 0.4 -0.4 -0.2 0.1588
H 0.65022 -0.50683 -3.99912 0.2 0.1 -0.1 0.2567
H -0.49872 0.63122 -3.22572 0.0 0.0 -0.7 0.2001
C 0.95353 3.41284 -1.81507 0.0 -0.1 -0.9 -0.9125
C 0.13122 3.15857 -0.54501 -0.2 0.8 0.3 -0.3883
O 0.42531 1.99542 0.12371 0.4 -2.9 0.0 -0.5912
H 1.73470 2.66701 -1.97563 0.0 0.0 0.4 0.0947
H 1.41147 4.39609 -1.94563 0.0 0.1 0.5 0.3563
H 0.30141 3.31309 -2.68893 0.0 -0.1 0.0 0.2671
H -0.91375 3.30179 -0.88167 -0.2 -0.7 0.2 0.1641
H 0.21696 3.97473 0.18907 0.4 0.2 -0.2 0.3412
C -3.33384 -2.82060 0.92311 0.7 -0.5 0.6 -1.0944
C -2.08513 -2.82357 0.02467 -0.5 1.0 0.4 -0.3563
O -1.18348 -1.88259 0.47911 2.3 2.1 0.2 -0.4291
H -4.09892 -3.49536 0.53508 -0.1 0.1 0.1 0.3520
H -3.73944 -1.83651 1.15995 0.0 0.1 -0.5 0.2512
H -2.95681 -3.18732 1.88350 -0.4 -0.2 0.1 0.2544
H -2.40801 -2.59281 -1.00148 0.3 -0.3 -0.2 0.2294
H -1.64843 -3.82670 0.12541 -0.1 -0.1 -0.5 0.2441
O 2.57945 0.27157 0.01410 0.6 0.0 -0.2 -0.4501
H 3.33498 -0.26967 0.26041 -0.1 -0.2 0.1 0.2504
H 2.90867 1.17235 -0.08246 -0.5 0.2 0.0 0.2394
O -1.86125 0.53132 -0.61368 -0.2 0.1 -0.2 -0.3129
H -2.57021 0.97239 -0.14117 0.0 0.0 0.1 0.2041
H -2.04422 0.67259 -1.54788 0.3 -0.1 -0.1 0.1971
O 1.52471 -2.29839 -0.12768 0.7 0.1 0.5 -0.4291
H 1.53894 -2.90802 -0.87110 -0.4 0.4 -0.3 0.2438
H 2.09321 -2.68058 0.54961 -0.2 0.0 0.2 0.2448
O -1.18851 0.67643 2.00805 0.0 0.0 0.2 -0.3719
H -0.91264 0.56741 2.92516 0.4 -0.2 -0.1 0.2029
H -2.08749 1.01043 2.03838 0.0 -0.1 -0.1 0.2348
```
Forces are in eV/Å.

- Charge: 0
- E: -892.99578 Eh

DFT (ωB97M-V with the def2-TZVPD basis set) results for a 6-piece molecular cluster, C6H24N12O6 overall at a distorted geometry.

The geometry in XYZ format:
```
48
Properties=species:S:1:pos:R:3:forces:R:3:mulliken_charge:R:1
N -2.94789 -3.92962 2.09685 -0.6 0.1 0.3 -0.3678
C -4.24946 -4.35585 2.17382 -0.1 -0.2 -0.1 0.5728
N -4.88293 -4.05776 3.36343 0.5 0.1 -0.6 -0.4158
O -4.79218 -4.92322 1.24751 -0.2 0.1 0.0 -0.6051
H -2.48339 -4.16853 1.24106 0.4 0.0 0.2 0.2019
H -2.48003 -3.67189 2.94549 0.4 0.0 -0.3 0.1719
H -5.80117 -4.44524 3.47206 0.0 -0.1 0.2 0.2338
H -4.30168 -3.85608 4.15625 -0.4 0.0 0.3 0.1968
N -3.99293 1.45469 0.40351 0.1 0.1 -0.2 -0.4025
C -3.24445 1.13487 -0.70030 -0.3 -0.1 0.4 0.5340
N -3.71504 1.56222 -1.88624 0.1 0.0 -0.3 -0.3440
O -2.22096 0.46089 -0.57034 -0.1 -0.1 -0.1 -0.7602
H -4.84098 1.98568 0.34850 0.0 -0.1 0.0 0.1591
H -3.69309 1.07967 1.28326 0.0 0.1 0.0 0.2149
H -4.48598 2.19991 -1.94676 0.0 -0.1 0.0 0.1584
H -3.22299 1.28933 -2.73668 0.2 0.1 0.3 0.3739
N 0.02313 -0.30912 -3.59760 -0.5 0.4 -0.2 -0.3254
C -0.89201 0.30722 -4.40928 0.5 -0.3 0.8 0.5516
N -0.66933 0.25868 -5.74996 -0.2 0.1 -0.2 -0.4295
O -1.86701 0.86533 -3.92161 -0.3 0.1 -0.5 -0.7118
H -0.06525 0.00127 -2.64346 0.3 -0.2 0.2 0.1965
H 0.91338 -0.63663 -3.92499 0.0 0.1 0.0 0.2536
H -1.50422 0.34999 -6.30168 0.2 0.1 -0.2 0.2454
H 0.11718 -0.23451 -6.12978 -0.1 -0.1 0.0 0.1896
N 4.29040 0.29888 2.38340 0.4 0.3 -0.5 -0.2575
C 5.26350 0.07054 3.32283 -0.8 0.0 0.6 0.5293
N 6.53791 0.33026 2.89993 0.2 0.0 -0.1 -0.3820
O 5.00451 -0.26231 4.46783 0.2 0.0 -0.1 -0.6336
H 4.59710 0.32431 1.42515 -0.2 0.0 -0.1 0.1630
H 3.34703 -0.02483 2.52582 0.1 -0.4 0.1 0.1686
H 6.76143 0.46908 1.93244 0.1 0.0 0.0 0.1790
H 7.27594 0.15793 3.55579 0.0 -0.1 0.0 0.2207
N 2.84653 2.51729 0.13499 0.2 0.1 -0.2 -0.3008
C 2.51804 2.91524 -1.14894 0.1 0.2 1.5 0.6220
N 2.57317 4.27936 -1.28494 -0.2 -0.1 -0.9 -0.4260
O 2.22816 2.13935 -2.03351 -0.1 0.0 -0.2 -0.6206
H 2.90252 3.20781 0.86237 0.0 -0.1 0.1 0.1588
H 2.63464 1.58798 0.44795 0.1 0.0 0.0 0.2511
H 2.16243 4.63294 -2.13080 0.1 0.1 0.0 0.2380
H 2.75054 4.91957 -0.53537 -0.1 -0.1 0.1 0.1687
N -0.49128 -1.48749 1.17694 0.0 0.3 0.0 -0.2713
C 0.65544 -0.83430 0.83061 0.2 -0.3 -0.4 0.5177
N 0.51037 0.10221 -0.15311 0.0 -1.0 1.0 -0.1746
O 1.75492 -1.10153 1.31798 -0.1 0.1 0.1 -0.7525
H -0.41667 -2.28522 1.77637 0.0 0.0 0.1 0.1317
H -1.35451 -1.25853 0.71033 0.0 -0.1 0.0 0.2092
H 1.38819 0.53942 -0.34961 -0.5 0.6 -0.7 -0.1224
H -0.44103 0.40071 -0.34751 0.4 0.6 -0.4 0.4915
```
Forces are in eV/Å.

- Charge: 0
- E: -1351.79218 Eh

DFT (ωB97M-V with the def2-TZVPD basis set) results for a 5-piece molecular cluster, C6H24N2O4 overall at a distorted geometry.

The geometry in XYZ format:
```
36
Properties=species:S:1:pos:R:3:forces:R:3:mulliken_charge:R:1
C 2.58315 -2.25718 -0.01666 -1.0 1.6 -0.1 -1.2684
C 1.08334 -1.71789 -0.03420 2.0 1.2 0.3 -0.6687
N 0.98260 -0.22650 -0.01186 0.2 1.2 -0.7 0.7178
C 0.04284 0.31776 0.93824 -0.9 -2.6 2.3 -1.0774
C 0.67016 0.50058 -1.27072 1.5 1.3 -1.9 0.5453
C 1.79355 0.51565 -2.31196 0.8 -0.1 1.9 -2.1006
C -0.56427 0.26295 -2.09540 -3.9 -1.7 1.1 -0.7365
N -1.74127 1.23172 -2.07822 1.2 2.0 -1.0 -0.7068
H 3.26102 -1.66902 0.61857 -0.7 -0.4 0.9 0.2285
H 3.04226 -1.90568 -0.93351 -0.1 -1.0 -0.9 0.2965
H 2.59572 -3.33562 0.20633 0.3 0.5 -0.4 0.3758
H 0.60632 -2.01944 -0.92251 -0.6 -0.9 -1.1 0.3592
H 0.58544 -2.18576 0.79141 -0.6 0.2 0.6 0.5080
H -1.00614 -0.09058 0.70888 1.3 1.0 0.4 -0.0114
H 0.30943 -0.15948 1.97664 -0.5 1.0 -1.5 0.3975
H 0.02076 1.41523 1.03597 0.3 -0.7 -0.3 0.3622
H 0.69794 1.58331 -1.14285 -0.5 0.0 1.5 0.1977
H 1.78250 -0.37476 -2.82991 0.3 -2.2 -1.3 0.4590
H 2.70453 0.59445 -1.74278 0.7 0.2 -0.2 0.4521
H 1.73064 1.28842 -3.05088 -0.3 0.7 -0.1 0.4575
H -1.09868 -0.67123 -1.74261 0.8 0.6 0.0 0.2049
H -0.34458 -0.04688 -3.11497 0.0 0.7 -0.2 0.4353
H -1.98874 1.55734 -1.12124 0.6 -0.7 -1.0 0.3110
H -1.55536 2.13698 -2.66468 -0.2 -2.3 1.5 0.2673
O -1.88838 2.42109 0.60364 -1.2 0.2 2.1 -0.5887
H -2.38695 2.55762 1.46473 0.9 -0.4 -1.5 0.2356
H -2.01935 3.24647 0.15116 0.0 0.7 -0.4 0.2837
O -2.47633 -0.20494 2.39483 1.7 -1.5 0.6 -0.5190
H -3.18933 0.25476 2.77310 -1.7 0.9 0.7 0.2274
H -2.05233 -0.62755 3.18190 -0.3 0.4 -1.0 0.3038
O 3.20888 0.86242 2.64805 2.9 -2.9 -3.6 -0.6605
H 2.36987 1.15325 2.78473 -3.9 1.7 1.1 0.3037
H 3.02329 0.37312 1.74971 0.9 1.2 2.3 0.3537
O -2.62185 -2.16921 -0.08290 0.2 3.0 2.2 -0.6429
H -2.88362 -1.20529 -0.15455 -0.2 -1.3 -1.3 0.3402
H -2.32512 -1.91237 0.84314 0.0 -1.6 -0.9 0.3573
```
Forces are in eV/Å.

- Charge: 0
- E: -653.35098 Eh

DFT (ωB97M-V with the def2-TZVPD basis set) results for a 7-piece molecular cluster, C6H24NO7 overall at a distorted geometry.

The geometry in XYZ format:
```
38
Properties=species:S:1:pos:R:3:forces:R:3:mulliken_charge:R:1
C -1.23701 1.52566 -0.34992 1.2 1.1 -0.5 -1.0015
O 0.00113 2.28912 -0.28724 0.6 -0.7 -0.1 -0.5499
C -1.22612 -0.02540 -0.55034 0.8 0.9 0.7 1.5728
C -0.37437 -0.80261 0.51715 0.5 0.1 -0.9 0.0177
C -0.58577 -2.26224 0.22767 -0.5 0.1 1.3 0.2547
C -1.56181 -2.89242 0.87973 -0.3 -0.3 -0.3 -1.1274
C 0.27677 -2.87018 -0.82971 0.6 -0.7 -0.8 -1.2665
N -2.59114 -0.47849 -0.80322 -0.4 0.4 0.7 -0.7722
H -1.69335 1.90634 -1.26113 -0.2 0.0 -0.2 0.3503
H -1.78402 2.04104 0.43879 -0.8 -1.3 0.6 0.3811
H -0.73322 -0.18589 -1.50280 0.5 0.1 0.0 -0.7082
H -0.51628 -0.44112 1.53924 -0.6 -0.5 0.0 0.3537
H 0.70197 -0.66486 0.37251 -0.3 0.6 -0.4 -0.3127
H -1.93571 -3.87810 0.64925 0.4 -0.4 -0.2 0.3364
H -2.15322 -2.40753 1.64218 0.1 0.3 0.1 0.3104
H -0.28305 -3.44389 -1.57196 -0.4 0.2 0.0 0.3491
H 0.95873 -3.65001 -0.44525 -0.1 0.6 0.3 0.3061
H 0.88353 -2.14158 -1.39725 -0.3 -0.1 0.5 0.2686
H -2.58834 -1.45819 -1.03645 0.2 -0.2 -0.2 0.3685
H -3.14802 -0.45324 0.04836 0.0 0.2 0.0 0.2816
H 3.27628 1.51321 0.37679 -0.1 0.0 0.2 0.0945
H 0.81580 1.94429 0.20403 -1.4 -0.5 -1.2 0.4059
O 2.38312 1.16167 0.45443 -0.2 0.2 0.0 -0.9904
H 1.64913 0.78519 -2.57412 0.3 0.5 0.5 0.2316
H 2.12212 0.48711 -0.97357 -0.4 0.9 -0.6 0.3639
O 1.72052 0.17281 -1.84358 0.0 -1.5 -0.2 -0.6119
H -0.87209 1.13388 -3.80960 0.1 0.2 -0.4 0.3443
H -1.07362 -0.26677 -3.48321 0.1 -0.2 -0.6 0.3815
O -0.87543 0.28018 -4.26537 -0.2 0.1 1.0 -0.6735
H 1.77926 2.29636 1.50072 0.0 0.9 0.4 0.4370
H 0.96925 3.70021 1.46137 0.2 -0.5 -0.2 0.3476
O 1.42085 3.08093 2.05046 0.2 -0.2 0.1 -0.8049
H 2.20342 -0.04509 1.60757 0.9 -0.6 1.1 0.4443
H 3.28201 -1.03903 1.58757 0.2 -0.3 0.3 0.2971
O 2.61421 -0.75825 2.22401 -0.7 0.6 -1.1 -0.7268
H -1.01997 1.32193 2.85419 -0.1 -0.2 0.0 0.2819
H -0.03155 2.47236 2.92477 -0.1 -0.2 0.3 0.4758
O -0.77402 2.05258 3.42393 0.1 0.3 -0.2 -0.7106
```
Forces are in eV/Å.

- Charge: -1
- E: -824.46079 Eh

no.,E_HOMO (eV)
1,-8.10
2,-9.42
3,-8.16
4,-6.22